(1)
Density functional theory data (wB97M-V/def2-TZVPD) for a structure of composition CH19O11V at a distorted geometry.

Computed properties:
- max |F| (eV/A) = 4.82
- multiplicity = 1
- energy above the lowest of the compared OMol25 structures with the same formula, charge and spin (kcal per mole) = 24.19
- frontier orbital gap (eV) = 7.22
- E_HOMO (eV) = -8.259

Cartesian coordinates (Å):
O -1.435 1.174 0.259
V -0.457 -0.181 0.395
O 0.966 0.146 -0.273
C -1.059 -1.428 -2.495
O -1.713 -1.310 -1.238
H -1.584 -1.632 -3.428
H -0.198 -0.769 -2.602
H -0.405 -2.300 -2.509
O -4.382 -0.185 -1.503
H -4.655 0.482 -0.872
H -3.462 -0.349 -1.296
O -0.044 3.491 -1.982
H -0.063 2.818 -2.663
H -0.796 3.290 -1.425
O -0.430 3.494 2.056
H -1.362 3.341 1.902
H -0.197 2.878 2.751
O 0.784 -2.109 1.259
H 0.910 -2.018 2.204
H 1.670 -2.198 0.906
O 3.483 -1.852 0.410
H 3.545 -1.145 -0.233
H 3.958 -2.581 0.011
O -1.808 -0.990 1.997
H -2.453 -0.593 2.583
H -1.648 -1.857 2.370
O 0.334 0.435 2.580
H 0.300 -0.150 3.337
H 1.222 0.791 2.591
O 3.957 0.337 -1.466
H 3.373 -0.246 -1.952
H 3.648 1.218 -1.678

---

(2)
Density functional theory data (wB97M-V/def2-TZVPD) for a cluster of 9 separate species, CH19O15P2 in total at a distorted geometry.

Computed properties:
- max |F| (eV/A) = 5.85
- multiplicity = 2
- net charge = -2
- frontier orbital gap (alpha / beta) (eV) = 4.42 / 4.42
- <S²> = 0.756
- E_HOMO (alpha / beta) (eV) = -0.509 / -0.509

Cartesian coordinates (Å):
O -1.845 -0.815 1.318
H -1.000 -0.463 1.607
H -2.334 -0.186 0.784
H -1.682 -1.630 0.837
O 1.226 0.164 -0.265
H 0.360 0.393 -0.609
H 1.409 -0.748 -0.504
H 1.110 0.269 0.682
O -0.307 3.059 1.620
H 0.439 3.524 1.233
H -0.008 2.200 1.929
H -0.917 2.887 0.900
O -1.590 -1.286 -2.632
H -1.255 -0.553 -2.110
H -2.457 -1.461 -2.258
H -1.126 -2.115 -2.491
C 1.364 0.003 3.358
O 0.467 0.458 2.360
H 1.106 -0.869 3.959
H 2.357 -0.218 2.968
H 1.506 0.834 4.049
P 0.206 -3.102 -1.032
O 1.092 -4.350 -0.653
O -0.879 -2.841 0.004
O -0.525 -3.375 -2.389
O 1.491 -2.198 -1.124
P -2.304 1.530 -0.738
O -3.229 0.985 0.423
O -1.152 0.411 -0.853
O -1.655 2.916 -0.404
O -3.438 1.524 -1.840
O 2.024 -1.100 -3.618
H 1.980 -1.233 -2.671
H 1.784 -1.949 -3.990
O 2.512 2.730 0.735
H 2.576 3.352 1.460
H 2.692 3.253 -0.046

---

(3)
Density functional theory data (wB97M-V/def2-TZVPD) for a structure of composition CH19O9Sn at a distorted geometry.

Computed properties:
- max |F| (eV/A) = 2.93
- multiplicity = 1
- energy above the lowest of the compared OMol25 structures with the same formula, charge and spin (kcal per mole) = 7.34
- net charge = +1
- frontier orbital gap (eV) = 7.54
- E_HOMO (eV) = -10.401

Cartesian coordinates (Å):
Sn 0.205 -0.030 0.104
C -2.564 -1.295 -0.106
O -1.379 -1.971 0.109
H -2.267 -0.324 -0.440
H -3.120 -1.357 0.791
H -3.016 -1.814 -0.956
O -0.746 -0.289 -2.387
H -0.177 -0.913 -2.819
H -1.610 -0.525 -2.581
O -1.302 2.119 -0.258
H -2.193 2.102 0.058
H -1.427 2.554 -1.127
O 0.705 -1.360 2.197
H 1.293 -1.055 2.889
H -0.147 -1.215 2.527
O 1.406 -1.931 -1.418
H 2.318 -2.038 -1.268
H 1.035 -2.735 -1.757
O 1.536 1.386 -1.832
H 1.397 1.620 -2.740
H 2.476 1.266 -1.789
O 3.022 -0.290 0.664
H 3.367 -1.164 0.765
H 3.541 0.308 1.202
O -1.721 0.446 2.209
H -2.512 0.040 1.914
H -2.024 1.215 2.729
O 1.377 2.027 1.032
H 1.682 2.784 0.533
H 0.842 2.439 1.755

---

(4)
Density functional theory data (wB97M-V/def2-TZVPD) for a structure of composition CH20Na4O13 at a distorted geometry.

Computed properties:
- max |F| (eV/A) = 4.18
- multiplicity = 1
- net charge = +2
- frontier orbital gap (eV) = 5.68
- E_HOMO (eV) = -15.435

Cartesian coordinates (Å):
Na 2.040 3.078 -1.100
Na -1.361 3.806 0.672
Na -0.810 3.838 -2.358
Na -1.358 0.646 -3.056
C -0.314 0.988 -0.041
O -0.289 1.937 -0.951
O -0.044 -0.200 -0.381
O -0.671 1.299 1.132
O -1.258 0.418 3.806
H -0.911 1.153 4.322
H -0.937 0.567 2.905
O 2.384 -0.392 -2.081
H 1.589 -0.251 -1.518
H 3.123 -0.059 -1.556
O -3.378 1.044 0.230
H -3.394 0.564 1.072
H -2.440 1.185 0.051
O 1.249 2.623 2.618
H 0.517 2.162 2.169
H 0.957 2.725 3.533
O 2.066 -3.171 -1.348
H 2.136 -2.219 -1.549
H 2.916 -3.546 -1.611
O -0.538 -2.031 -3.095
H -0.082 -2.081 -2.251
H -0.584 -2.949 -3.389
O 1.543 -1.334 1.671
H 1.942 -2.116 1.261
H 1.002 -0.945 0.970
O -2.005 -2.324 0.794
H -1.228 -1.751 0.787
H -2.554 -1.995 1.516
O 2.870 1.122 0.273
H 2.513 0.436 0.878
H 3.702 1.394 0.688
O -2.836 -1.032 -2.038
H -2.493 -1.917 -1.855
H -3.067 -0.673 -1.170

---

(5)
Density functional theory data (wB97M-V/def2-TZVPD) for a structure of composition CH20Ni2O13 at a distorted geometry.

Computed properties:
- max |F| (eV/A) = 3.33
- multiplicity = 5
- energy above the lowest of the compared OMol25 structures with the same formula, charge and spin (kcal per mole) = 63.92
- net charge = +2
- frontier orbital gap (alpha / beta) (eV) = 6.75 / 5.48
- <S²> = 6.007
- E_HOMO (alpha / beta) (eV) = -15.979 / -15.978

Cartesian coordinates (Å):
Ni -15.675 -3.184 -9.092
Ni -20.300 -0.187 -8.375
C -17.875 -0.982 -8.650
O -18.599 -0.456 -9.560
O -16.767 -1.554 -8.865
O -18.580 -1.031 -7.569
O -17.942 1.496 -11.614
H -18.587 2.209 -11.587
H -18.199 0.907 -10.878
O -21.222 0.545 -10.099
H -20.980 1.459 -10.304
H -21.624 0.206 -10.912
O -19.253 -1.958 -12.000
H -19.090 -1.373 -11.245
H -18.712 -2.736 -11.842
O -15.040 -2.666 -10.936
H -14.134 -2.372 -11.126
H -15.571 -2.345 -11.684
O -13.898 1.123 -8.372
H -14.295 1.021 -9.251
H -14.540 0.764 -7.753
O -20.944 -2.181 -8.900
H -20.325 -2.865 -9.177
H -21.819 -2.529 -9.122
O -17.188 0.913 -6.055
H -17.776 0.555 -6.728
H -17.671 1.641 -5.649
O -15.319 0.581 -10.824
H -16.143 0.845 -11.277
H -15.528 -0.274 -10.435
O -14.078 -2.263 -8.155
H -13.230 -1.981 -8.531
H -14.068 -1.936 -7.240
O -18.719 -2.392 -5.201
H -18.547 -1.850 -5.989
H -17.896 -2.858 -5.028

---

(6)
Density functional theory data (wB97M-V/def2-TZVPD) for a cluster of 9 separate species, CH20O9 in total at a distorted geometry.

Computed properties:
- max |F| (eV/A) = 5.83
- multiplicity = 1
- energy above the lowest of the compared OMol25 structures with the same formula, charge and spin (kcal per mole) = 137.21
- frontier orbital gap (eV) = 7.89
- E_HOMO (eV) = -9.793

Cartesian coordinates (Å):
O -7.460 -13.627 49.444
H -7.083 -14.056 48.595
H -7.397 -12.552 49.499
H -6.974 -13.994 50.216
C -5.751 -13.776 46.783
O -6.765 -14.748 47.078
H -5.371 -14.116 45.801
H -5.044 -13.584 47.489
H -6.179 -12.841 46.840
O -3.766 -10.978 47.987
H -3.644 -11.739 47.301
H -4.516 -11.096 48.576
O -5.095 -13.640 42.833
H -5.271 -14.509 43.074
H -4.802 -12.948 43.592
O -9.274 -13.640 46.732
H -10.138 -14.051 46.374
H -8.564 -14.414 46.776
O -5.493 -10.572 45.182
H -5.614 -9.841 45.721
H -6.487 -10.848 44.993
O -3.560 -16.317 45.630
H -4.147 -16.153 46.384
H -3.038 -15.554 45.655
O -4.998 -16.351 47.965
H -5.631 -17.032 48.430
H -5.698 -15.516 47.629
O -7.575 -16.281 44.938
H -7.221 -15.825 45.704
H -7.898 -17.062 45.533